# C45H68Br2NO27

C45H68Br2NO27 as an isolated structure at a distorted geometry (ωB97M-V with the def2-TZVPD basis set, the Open Molecules 2025 dataset).

```
143
Properties=species:S:1:pos:R:3:forces:R:3
C -3.799106 -6.696885 1.421333 3.2937 5.6674 -3.4905
C -3.402368 -5.588701 0.813538 -0.9550 -5.3585 2.8994
C -2.556933 -4.411242 0.095386 0.0767 -1.6724 2.1317
C -1.513497 -3.590859 1.060736 -1.3871 -1.2988 -1.2741
C -1.025962 -2.520403 -0.067238 -0.5764 -1.3344 1.2987
C 0.032822 -1.385151 0.340628 1.1558 -0.6986 0.0424
Br -0.523644 0.461357 -0.132471 -0.6520 -0.8953 0.3429
C 1.450936 -1.688014 -0.440956 -1.2652 -0.4705 0.2645
C 2.201560 -2.937065 0.232190 -0.2696 -0.0743 -0.7955
Br 2.551873 -0.010563 -0.400725 0.1485 -1.3771 -0.0388
C -2.477107 -2.099267 -0.628368 1.8823 2.0789 -1.2301
N -3.429642 -3.265934 -0.409717 0.9324 -1.0131 -0.8333
H -3.854717 -7.746928 1.895344 -0.2783 2.4371 -1.0039
H -2.003155 -4.933357 -0.773465 -1.1197 1.1430 1.1735
H -0.752868 -4.371828 1.403421 -0.9475 1.5360 -0.1049
H -2.251412 -3.213019 1.872867 1.8988 -0.2613 -0.9596
H -0.458696 -3.203714 -0.792845 -1.0439 1.1276 0.5737
H 0.271704 -1.404757 1.460659 -0.5958 0.1804 -1.6073
H 1.176206 -1.869258 -1.548010 0.6678 0.3267 1.7642
H 2.816288 -2.633044 1.148085 -1.0329 -0.4764 -1.3517
H 2.895943 -3.421667 -0.543005 -0.8719 0.8633 1.2836
H 1.405156 -3.743473 0.487118 1.3254 1.3869 -0.2122
H -2.271856 -1.786403 -1.718949 -1.0868 -0.9404 1.4502
H -2.902993 -1.160723 -0.131533 0.7559 -1.6771 -0.5172
H -3.825599 -3.705278 -1.273264 -0.1801 1.1118 0.2731
H -4.160256 -2.928066 0.264296 0.3683 -0.3748 -0.5881
C -6.434642 3.000530 1.660572 -0.5887 -0.4905 0.3543
C -5.398627 1.908455 1.790022 -0.5617 1.4546 0.2358
C -4.321599 1.983959 0.751579 0.4509 0.9594 -0.1299
O -3.904501 0.624661 0.653135 -0.7113 -1.3150 0.1306
C -4.989213 -0.131643 0.976350 -0.4076 0.4170 0.2321
O -5.070340 -1.323573 0.789360 0.1194 0.4268 0.1564
O -5.970206 0.624417 1.530885 0.9554 -1.4537 -0.6083
H -7.249037 2.841331 2.373622 0.1634 -0.0448 0.0484
H -5.997171 3.980009 1.841474 -0.0715 -0.3695 0.0484
H -6.887731 2.996617 0.665265 0.2287 0.0971 0.0373
H -4.984814 1.894899 2.804677 0.0624 -0.1125 -0.1040
H -3.492317 2.627569 1.051094 0.0390 -0.2715 -0.0445
H -4.683872 2.303902 -0.230500 -0.1413 0.0223 0.1743
C -5.423156 -4.247275 3.821849 0.3564 -0.0397 -0.3289
C -5.117516 -4.877940 5.162289 -0.5257 0.2950 -0.9908
C -5.540543 -4.037967 6.330930 -0.6686 0.1217 0.3192
O -4.638323 -4.456806 7.346854 0.5404 -0.1753 -0.2453
C -3.501792 -4.856242 6.708840 1.1822 -0.2313 0.7203
O -2.455054 -5.065287 7.253004 -1.0120 0.1863 -0.5588
O -3.711262 -4.982792 5.365918 0.1368 0.0363 0.6518
H -4.999271 -4.847896 3.011684 -0.2120 -0.0117 0.1415
H -6.500182 -4.148516 3.666975 0.0822 -0.0475 0.0570
H -4.964661 -3.256703 3.741181 -0.1073 -0.0131 0.1728
H -5.543285 -5.886447 5.213410 -0.0099 0.0762 0.1044
H -6.575119 -4.220793 6.627562 0.1920 -0.0251 0.1509
H -5.400433 -2.963898 6.169053 -0.0067 -0.0908 -0.1831
C 6.560970 -0.117081 -2.839773 0.4107 -0.1046 -0.1598
C 6.531325 1.055459 -1.884808 -0.2036 -1.1160 -0.4264
C 5.408838 2.014883 -2.148286 -0.6992 -0.0725 0.0824
O 5.929095 3.237020 -1.640045 0.5167 0.1346 0.0135
C 7.284740 3.158964 -1.769324 1.0052 0.8852 0.0762
O 8.032554 4.087612 -1.646887 -0.7653 -0.8410 -0.0518
O 7.677453 1.885571 -2.060496 -0.2188 0.8329 0.2190
H 7.452279 -0.726669 -2.667803 -0.1693 0.0001 0.1008
H 5.676019 -0.746354 -2.719026 0.0625 0.0818 0.1029
H 6.611894 0.222812 -3.878510 -0.0931 0.0874 0.1253
H 6.526053 0.700327 -0.847978 -0.0823 0.0585 -0.0450
H 4.489803 1.737270 -1.630967 0.0988 0.1919 0.0195
H 5.192055 2.150820 -3.213142 0.0979 -0.1702 0.0249
C 9.660428 -1.110607 0.655534 -0.1638 0.1787 -0.4389
C 8.446226 -1.508628 1.465784 1.2145 0.5292 -0.1684
C 8.580199 -2.847347 2.126656 0.6525 -0.2385 0.4954
O 7.222990 -3.266199 2.240314 -0.7689 0.2267 -0.5876
C 6.554500 -2.676438 1.211886 -0.7061 -0.2096 -0.1690
O 5.442920 -2.972070 0.863689 0.8089 0.2429 0.2514
O 7.312248 -1.707525 0.623021 -0.7661 -0.6267 0.2705
H 9.470298 -0.178374 0.115772 0.0558 0.0026 0.1753
H 10.534571 -0.973801 1.295915 -0.1129 -0.0370 -0.0214
H 9.893804 -1.865972 -0.100386 -0.0024 -0.0501 0.2142
H 8.197361 -0.722715 2.188041 -0.0551 -0.1021 0.0059
H 9.053675 -2.785657 3.108556 -0.2543 -0.0548 -0.0170
H 9.116674 -3.582555 1.517489 -0.1634 0.5149 0.1821
C -3.086473 6.030023 -3.524188 -0.1995 0.3713 -0.1166
C -3.912674 5.221323 -2.548557 1.0283 0.5741 -0.4081
C -4.080672 3.786298 -2.951640 0.4756 -0.5088 -0.0275
O -5.313163 3.439967 -2.331417 -0.3887 0.2836 0.0457
C -6.039257 4.592926 -2.252941 -1.3338 0.3995 0.3828
O -7.207076 4.642985 -1.988752 1.0964 -0.1750 -0.3531
O -5.261949 5.680940 -2.519994 -0.5408 -0.7261 0.0991
H -3.080846 7.084887 -3.236496 0.1104 -0.1472 0.0658
H -2.055586 5.670311 -3.560924 -0.0919 0.0103 0.0992
H -3.510930 5.984443 -4.531651 0.0102 -0.1253 0.1037
H -3.502527 5.312675 -1.536814 -0.0784 -0.1114 -0.0528
H -3.269319 3.150567 -2.590733 -0.1990 -0.0233 0.0723
H -4.189255 3.646927 -4.032585 0.0812 0.1696 0.0304
C -7.194168 -1.864779 -4.368049 0.0759 0.1822 0.4467
C -5.994110 -2.694700 -4.767929 -1.0907 0.9248 -0.2493
C -6.354657 -4.026023 -5.355079 -0.4162 -0.0956 -0.6810
O -5.208803 -4.812413 -5.045898 0.6636 0.1352 0.9483
C -4.681197 -4.287953 -3.909182 0.1765 -0.3472 -0.0656
O -3.839334 -4.826191 -3.236872 -0.4832 0.5952 -0.0174
O -5.230843 -3.074462 -3.623619 0.7098 -0.9539 0.1215
H -6.874339 -0.953392 -3.855464 -0.0294 -0.0272 -0.1875
H -7.789599 -1.586634 -5.240466 0.1252 -0.0387 0.0343
H -7.832515 -2.408993 -3.665857 0.0695 -0.0649 -0.1546
H -5.341233 -2.120966 -5.434941 0.0096 -0.1432 0.0215
H -6.517860 -3.979681 -6.433187 0.1914 -0.1527 0.1226
H -7.226522 -4.489598 -4.882149 0.0323 0.1785 0.0319
C 10.897811 -8.172681 -0.700374 0.4117 -0.0860 -0.1594
C 10.858792 -6.998935 0.253224 -0.1539 -1.1029 -0.4615
C 9.723182 -6.053703 -0.006513 -0.7891 -0.1780 0.0676
O 10.232245 -4.824176 0.497293 0.6948 -0.1536 -0.2504
C 11.588972 -4.887689 0.361071 1.2356 0.7939 0.0337
O 12.326115 -3.950136 0.477700 -0.8390 -0.7985 -0.0478
O 11.994086 -6.155896 0.070498 -0.3023 0.8856 0.2388
H 11.797116 -8.771165 -0.532015 -0.1685 0.0095 0.0836
H 10.021214 -8.812452 -0.574650 0.0637 0.0816 0.0659
H 10.939557 -7.833856 -1.739696 -0.0964 0.0701 0.1321
H 10.862913 -7.352058 1.290580 -0.0664 0.1082 -0.0358
H 8.808667 -6.341522 0.516074 0.1020 0.2184 0.0425
H 9.499419 -5.922247 -1.070320 0.1173 -0.1630 0.0339
C 4.161418 6.787318 -0.024391 -0.1362 0.1602 -0.4209
C 2.955738 6.376298 0.792169 1.1482 0.5297 -0.3053
C 3.105286 5.036080 1.447762 0.4735 -0.2014 0.5673
O 1.754328 4.606005 1.568157 -0.5460 0.1632 -0.4842
C 1.073155 5.194377 0.545338 -0.8684 -0.1711 -0.3515
O -0.037022 4.889614 0.203869 0.8647 0.2104 0.2938
O 1.818815 6.171345 -0.044001 -0.6620 -0.6580 0.3586
H 3.960098 7.719469 -0.559312 0.0554 -0.0284 0.1810
H 5.038545 6.929222 0.611064 -0.1168 -0.0136 -0.0049
H 4.396281 6.036603 -0.784763 -0.0145 -0.0401 0.1854
H 2.704975 7.157262 1.518858 -0.0331 -0.1315 0.0280
H 3.584452 5.097965 2.426630 -0.2292 -0.0930 -0.0397
H 3.643888 4.307600 0.832412 0.0470 0.1959 -0.0711
C -6.931061 9.556940 1.222395 -0.4409 -0.1645 0.0323
C -5.893534 8.463724 1.352208 -0.5626 1.1369 0.1636
C -4.813828 8.536183 0.314421 0.5397 0.6008 -0.1046
O -4.397609 7.179428 0.217348 -0.4710 -0.7006 0.0995
C -5.483387 6.423112 0.538867 -0.2113 -0.5201 -0.1752
O -5.565975 5.238007 0.353035 0.4716 1.3598 -0.0126
O -6.466229 7.183686 1.093997 0.7161 -0.8335 -0.3770
H -7.744198 9.397876 1.935768 0.1690 0.0808 0.0142
H -6.492126 10.540801 1.403425 0.0278 -0.1233 0.0280
H -7.384918 9.552217 0.227101 0.1755 -0.0283 0.0418
H -5.480135 8.451148 2.366970 0.0676 -0.0421 -0.1028
H -3.984345 9.179161 0.614665 0.0300 -0.2567 -0.0483
H -5.174826 8.855563 -0.668774 -0.1347 0.0189 0.1420
```
Forces are in eV/Å.

HOMO-LUMO gap = 9.722 eV
energy = -8989.55976 Eh
highest occupied orbital energy = -11.55 eV
total charge = +1
F_max = 0.14442 hartree/bohr
spin multiplicity = 1

Here are the Mulliken charges for atoms 1 to 4, given in e: atom 1 (C): -0.596, atom 2 (C): -0.734, atom 3 (C): 0.524, atom 4 (C): -0.701